# 1
ORCA calculation (the ωB97M-V functional and the def2-TZVPD basis) on C29H36AlBr2Cl2F6N4O4 as an isolated structure at a distorted geometry.

HOMO   -8.03 eV
Frontier orbital gap   0.043 Eh
Multiplicity   1
Lowest unoccupied orbital energy   -0.2522 Ha
Total charge   +1
Total energy   -232805.0348 eV

Atoms and positions in Å:
Br: -10.07390 0.38151 3.42418
Br: -0.78194 -1.41969 3.25777
Cl: 4.43914 2.46921 -4.41981
Cl: 1.55339 2.45608 -4.85311
Al: 8.47700 -2.02493 2.31717
F: -1.81811 -4.60043 -4.08259
F: -3.74874 -4.94198 -2.68905
F: -3.93228 -4.07486 -4.81629
F: -2.28141 -1.84213 -4.20715
F: -4.34437 -2.05296 -2.96244
F: 2.76392 0.09068 -0.65505
O: -0.00195 -6.10827 -1.68905
O: 8.28059 2.49362 0.96938
O: 5.39756 -2.14627 3.65960
O: 7.07588 0.22266 2.08135
N: -7.11086 0.26681 0.74736
N: -1.52671 -3.54198 -1.34276
N: -0.27448 -4.47867 0.31364
N: -0.80845 -3.29304 -0.24542
C: 3.06022 -2.13965 1.77979
C: -4.70189 0.06805 -0.27305
C: -7.40917 -1.11450 1.16933
C: -3.00685 -2.53752 -3.14426
C: 3.41944 3.03713 1.75530
C: -1.92751 -0.88002 -1.32985
C: -2.64366 0.36981 -2.03341
C: -8.33228 1.06212 0.60639
C: 2.61760 2.36955 -1.11781
C: -3.09447 -4.08151 -3.62321
C: 4.49136 3.22615 0.61528
C: 4.08922 2.85978 -0.86161
C: -0.13198 -5.37867 -0.67389
C: 1.92156 2.53792 1.50579
C: 7.26764 1.40417 2.86699
C: 1.76435 -1.15116 1.59851
C: 0.05930 1.74249 -0.47747
C: -3.76395 1.10822 -1.08595
C: 3.09376 3.19877 -5.30422
C: -1.01347 -0.70066 -0.06563
C: 0.41044 -2.07790 1.75349
C: -9.66751 0.23406 0.94767
C: -0.50037 -2.09170 0.42534
C: 8.47543 2.16596 2.34188
C: -8.99445 -1.17044 1.29685
C: -5.82558 0.98983 0.48834
C: -0.72019 0.74546 0.54528
C: 1.50341 2.21110 0.02827
C: -2.06604 -2.33262 -1.81759
H: -6.09958 1.92068 -0.15949
H: 2.32574 2.11801 -2.20106
H: -0.65579 2.60079 -0.74665
H: 8.63231 3.09040 2.90177
H: 6.17108 -2.67528 3.51252
H: -0.13672 0.76134 1.53160
H: 3.02596 -2.52795 2.87280
H: 1.80510 -0.43155 2.51444
H: -4.14262 -0.59876 0.47573
H: 0.78822 -3.09185 2.11728
H: -3.31691 1.95237 -0.43771
H: 2.96340 -3.08585 1.10754
H: -9.64157 -2.07528 1.63332
H: 3.74656 3.31887 2.82621
H: -1.87010 1.20971 -2.27761
H: 1.80233 -0.57953 0.59552
H: -5.42537 1.39516 1.48685
H: 3.05445 4.26346 -5.07438
H: 7.80870 -0.38664 2.28779
H: -1.75984 1.22164 0.78381
H: 7.82160 1.73219 0.57477
H: 0.23950 1.12107 -1.45004
H: 3.25473 3.05790 -6.37294
H: 5.56986 3.61365 0.77939
H: -3.17655 0.14507 -3.02260
H: 1.14473 2.41084 2.35404
H: -6.63778 -1.93749 1.35661
H: 7.39493 1.12076 3.91537
H: 4.84205 2.98501 -1.73944
H: 6.36150 2.00539 2.76628
H: -8.45873 2.15679 0.29482
H: 9.37910 1.54937 2.40738
H: -10.76268 0.58084 0.93745
H: -4.47298 1.64593 -1.84312
H: 4.05500 -1.58395 1.64706
H: -5.28825 -0.53273 -1.07960


# 2
ORCA calculation (the ωB97M-V functional and the def2-TZVPD basis) on a 4-piece molecular cluster, C29H36BBr7INO8 overall at a distorted geometry.

SMILES   C=CCc1c(CC(=O)I)c(Br)c(CCOC(C)=O)c2c1C(=O)C(N(C)C(C)=O)=C(B(O)OC)C2=O.BrCCBr.BrCCBr.BrCCBr
HOMO   -9.26 eV
Frontier orbital gap   0.292 Eh
Multiplicity   1
Lowest unoccupied orbital energy   -0.0485 Ha
Total energy   -547599.6812 eV

Atoms and positions in Å:
I: -1.41998 -4.80333 -7.85494
Br: -1.89573 -1.62548 -5.96876
Br: -1.16465 2.94224 2.49690
Br: 1.61150 1.01668 4.10152
Br: -0.22047 7.02750 7.25938
Br: -3.94211 0.51495 2.42123
Br: 1.67034 6.36992 4.15721
Br: -0.24989 1.70199 7.21096
O: 0.86536 3.05802 -0.67658
O: -5.30759 -0.54823 -0.95297
O: 5.35526 -1.20264 0.83060
O: -1.18130 0.71159 -0.65093
O: 1.91534 2.43430 1.40165
O: -1.42542 -5.29656 -4.91345
O: 2.19469 -2.86351 -0.10798
O: -4.19872 0.88814 -2.32645
N: 3.38784 -0.09355 0.52300
C: -0.82102 -4.71130 -5.74433
C: 0.97479 -0.21519 5.46863
C: -0.38022 0.19363 5.98388
C: 0.45276 -3.85917 -5.39999
C: 0.97032 -1.90329 -1.99696
C: -2.01069 0.34190 -3.42983
C: -5.34901 0.28766 -1.81927
C: -6.77078 0.68953 -2.35743
C: -0.07275 -0.86319 -2.17248
C: 4.81570 -1.09880 -1.47703
C: -0.75654 -1.79780 -4.40513
C: 3.27644 -0.25694 2.00148
C: 2.16152 -0.44000 -0.15936
C: -3.54831 1.91805 3.71337
C: 1.00780 5.12558 5.50337
C: 1.41278 -5.35179 -2.62136
C: -0.34883 5.53724 6.01023
C: -3.27909 -0.19851 -2.64856
C: 1.69605 -6.08467 -1.50820
C: 1.12431 -2.89203 -3.04577
C: 0.26092 -2.82924 -4.24587
C: 1.19940 0.51859 -0.32402
C: -0.93106 -0.78929 -3.33339
C: 2.19648 -4.00760 -2.90052
C: 1.70442 3.27726 -1.83298
C: 1.83249 -1.87443 -0.69190
C: 4.52849 -0.81661 0.02686
C: -0.16470 0.18838 -1.02479
C: -3.02489 3.15656 3.03426
B: 1.35972 2.04771 0.17320
H: 0.64952 -5.65403 -3.38366
H: -3.58360 3.42369 2.14002
H: 1.28656 -4.57927 -5.20844
H: 2.73972 -6.15932 -1.13129
H: -4.49705 2.12384 4.20844
H: -7.49962 0.60027 -1.51147
H: 0.95015 4.16188 4.99611
H: 5.91922 -1.01330 -1.66782
H: 4.02572 0.41049 2.50206
H: -1.02619 5.84606 5.21698
H: -7.10756 0.03218 -3.19691
H: 4.56059 -2.17777 -1.66968
H: 2.74686 -4.15605 -3.87174
H: -3.02588 4.00074 3.72387
H: 2.68900 3.72074 -1.52088
H: 1.76143 5.07456 6.28599
H: -1.63700 1.29643 -2.96706
H: 1.19031 4.06303 -2.45097
H: -1.06611 0.48690 5.19265
H: -0.80567 4.72798 6.57922
H: 3.33090 -1.31414 2.35873
H: 1.81201 2.30794 -2.38449
H: 0.91952 -1.18525 4.97452
H: 2.66187 3.04709 1.28718
H: 4.31657 -0.40035 -2.19289
H: -2.85107 1.49905 4.43468
H: -3.79500 -0.99292 -3.24721
H: -6.71125 1.77016 -2.66479
H: 0.73872 -3.26442 -6.31419
H: 2.96514 -3.78202 -2.12835
H: 1.73719 -0.25106 6.24375
H: 0.84919 -6.63433 -1.03228
H: -2.89688 -0.65262 -1.70005
H: -0.82752 -0.60998 6.56851
H: -2.27675 0.58433 -4.48519
H: 2.24601 0.12521 2.29022


# 3
ORCA calculation (the ωB97M-V functional and the def2-TZVPD basis) on C29H36Cl2N4O2P2Pd as an isolated structure at a distorted geometry.

HOMO (spin up / spin down)   -8.07 / -8.07 eV
Frontier orbital gap (spin up / spin down)   0.285 / 0.142 Eh
Multiplicity   3
Lowest unoccupied orbital energy (spin up / spin down)   -0.0113 / -0.1541 Ha
Total energy   -87807.4719 eV
⟨S²⟩   2.012

Atoms and positions in Å:
Pd: -1.10564 2.14232 -0.25234
Cl: 4.76854 2.69068 2.64876
Cl: 5.50237 5.39433 1.55067
P: -2.34840 0.60881 0.52673
P: -0.41619 -0.24767 -2.31381
O: 4.05692 3.48557 -0.35685
O: 6.08732 2.40100 -0.50973
N: -2.52974 -0.37959 2.04196
N: -0.06901 -2.02229 -2.09960
N: -0.80043 -0.55851 -4.17277
N: -3.94546 1.19721 0.46068
C: 1.46579 0.46655 1.31870
C: 3.74731 0.03210 0.13354
C: 1.86865 0.46774 2.75292
C: 1.01359 -3.99115 -1.61009
C: -3.38892 -1.47658 2.17460
C: -0.98754 -3.07225 -2.10390
C: 2.74715 -0.27716 3.41382
C: 5.18455 3.12292 -0.02367
C: 0.10151 3.66091 0.74781
C: -2.66755 -0.93934 4.24892
C: -1.10602 -1.68557 -4.93455
C: 3.53558 -1.43824 2.91153
C: -5.67523 2.61258 0.39602
C: -6.18504 1.27570 0.42152
C: -2.21600 -0.44000 -2.03120
C: 4.80549 -0.31141 0.88666
C: 4.85238 -1.07461 2.16993
C: -2.50532 -0.78877 -0.59129
C: -4.28227 2.54288 0.42235
C: -5.10111 0.41984 0.46246
C: 5.68970 3.62795 1.42010
C: -0.35714 -4.28440 -1.86719
C: 1.16867 -2.61682 -1.82782
C: -1.34575 0.11005 -6.29503
C: -2.10610 -0.04394 3.31993
C: -1.37978 -1.32209 -6.25746
C: -1.05016 0.53534 -4.99768
C: -3.49330 -1.84196 3.50927
C: 2.28792 -0.32419 0.29494
H: 0.18543 4.59919 0.15893
H: 5.35215 -2.01771 1.90363
H: -3.56520 -1.02865 -0.59548
H: 6.76017 3.39101 1.52686
H: -5.07605 -0.65701 0.42845
H: 1.85474 -0.04852 -0.68606
H: 2.93491 0.00493 4.45373
H: -7.20040 0.92070 0.42041
H: 3.95091 0.78558 -0.64381
H: -1.50669 0.74281 -7.15827
H: -3.82559 -1.93778 1.30784
H: 1.34876 1.51184 0.96594
H: 5.78732 -0.04753 0.46173
H: 2.92686 -2.09761 2.27191
H: -4.10363 -2.66035 3.87085
H: 2.18651 -1.40538 0.45910
H: -0.26820 3.95801 1.73345
H: -2.68032 -1.22226 -2.64972
H: 5.52015 -0.53393 2.85937
H: -1.94981 -1.63061 -0.16380
H: -2.52159 -0.95573 5.32251
H: -6.26993 3.50753 0.38220
H: 1.75908 -4.70882 -1.28008
H: -1.14712 -2.67491 -4.51700
H: 1.12622 3.30422 0.94901
H: -1.42276 0.77618 3.46492
H: -0.85807 -5.24177 -1.91700
H: -3.50354 3.29492 0.36138
H: 1.28465 1.19059 3.32411
H: -2.63187 0.53800 -2.33521
H: -2.04016 -2.93012 -2.23690
H: 2.07899 -2.04282 -1.82508
H: -1.57202 -1.99440 -7.08237
H: 3.84845 -1.97782 3.82580
H: -1.01301 1.53531 -4.59866
H: 0.42931 0.09498 1.24847